Below is C3H10N2S as an isolated structure, with properties calculated with ωB97M-V/def2-TZVPD.

Cartesian coordinates (Å):
C  -1.96  -0.19  -1.94
C  -1.64  1.19  -1.17
S  -1.11  0.66  0.65
H  -2.26  -0.03  -2.94
H  -1.05  -0.74  -1.74
H  -2.74  -0.71  -1.41
H  -1.00  1.92  -1.76
H  -2.58  1.69  -0.90
N  2.34  0.53  1.63
C  2.19  -0.78  1.36
N  1.01  -1.27  1.08
H  1.69  1.23  1.44
H  3.16  0.69  2.09
H  2.94  -1.47  1.61
H  0.88  -2.26  1.30
H  0.11  -0.46  0.71

Output
Energy relative to the best compared isomer or geometry (same formula, charge and spin), eV: 1.754
E_HOMO, eV: -7.3
Total charge: 0